Density functional theory data (the ωB97M-V functional and the def2-TZVPD basis) for a 9-piece molecular cluster, C51H123N9O9 overall at a distorted geometry.

- HOMO: -7.8 eV
- Frontier orbital gap: 8.122 eV
- SMILES: CC1(C)CCCC(C)(C)N1O.CC1(C)CCCC(C)(C)N1O.CC1(C)CCCC(C)(C)N1O.COC[C@H](C)N.COC[C@H](C)N.COC[C@H](C)N.COC[C@H](C)N.COC[C@H](C)N.COC[C@H](C)N
- Molecular weight: 1006.60 g/mol

Atoms and positions in Å:
C (-2.30, -11.40, 3.25)
C (-0.89, -10.86, 3.09)
C (-0.64, -10.36, 1.68)
O (-1.04, -11.44, 0.82)
C (-1.13, -11.08, -0.51)
N (-0.82, -9.74, 4.02)
H (-2.21, -12.44, 2.94)
H (-2.99, -10.74, 2.72)
H (-2.61, -11.48, 4.29)
H (-0.08, -11.58, 3.25)
H (0.41, -10.07, 1.60)
H (-1.33, -9.55, 1.43)
H (-0.24, -10.64, -0.98)
H (-1.97, -10.39, -0.61)
H (-1.28, -11.90, -1.21)
H (-1.73, -9.31, 4.07)
H (-0.69, -10.04, 4.98)
C (-9.54, -4.85, 2.37)
C (-8.59, -5.49, 3.35)
C (-7.83, -4.44, 4.18)
O (-6.86, -5.07, 4.98)
C (-6.02, -4.21, 5.70)
N (-9.23, -6.42, 4.23)
H (-8.98, -4.30, 1.62)
H (-10.19, -4.15, 2.91)
H (-10.22, -5.52, 1.85)
H (-7.80, -5.98, 2.78)
H (-8.58, -3.86, 4.72)
H (-7.50, -3.75, 3.40)
H (-5.54, -3.52, 5.00)
H (-5.29, -4.78, 6.27)
H (-6.52, -3.52, 6.39)
H (-9.54, -7.25, 3.75)
H (-8.50, -6.77, 4.84)
C (4.03, 5.84, 8.64)
C (5.43, 6.48, 8.86)
C (6.13, 6.94, 7.50)
O (7.49, 7.40, 7.60)
C (8.57, 6.42, 7.57)
N (5.08, 7.53, 9.83)
H (4.11, 5.02, 7.93)
H (3.35, 6.62, 8.30)
H (3.70, 5.46, 9.62)
H (6.09, 5.86, 9.47)
H (5.60, 7.77, 7.03)
H (6.07, 6.14, 6.76)
H (8.68, 5.98, 8.56)
H (9.52, 6.90, 7.35)
H (8.30, 5.70, 6.80)
H (4.61, 8.24, 9.29)
H (5.90, 7.98, 10.21)
C (11.72, -0.05, -3.05)
C (10.18, 0.28, -3.22)
C (9.28, -0.96, -3.54)
O (7.93, -0.67, -3.90)
C (7.56, -0.89, -5.28)
N (9.56, 0.90, -2.09)
H (11.75, -0.88, -2.34)
H (12.35, 0.81, -2.80)
H (12.10, -0.58, -3.92)
H (10.03, 0.79, -4.17)
H (9.22, -1.75, -2.78)
H (9.75, -1.56, -4.32)
H (7.40, -1.96, -5.40)
H (8.21, -0.38, -6.00)
H (6.57, -0.46, -5.47)
H (8.55, 0.90, -2.11)
H (9.79, 0.23, -1.36)
C (-10.37, 5.03, -4.03)
C (-10.43, 6.51, -3.47)
C (-9.48, 7.46, -4.20)
O (-9.51, 8.83, -3.71)
C (-8.61, 9.71, -4.48)
N (-11.81, 6.92, -3.60)
H (-11.12, 4.50, -3.44)
H (-9.38, 4.58, -3.97)
H (-10.62, 4.91, -5.09)
H (-10.21, 6.50, -2.41)
H (-9.69, 7.40, -5.27)
H (-8.49, 7.03, -4.06)
H (-8.83, 9.77, -5.54)
H (-7.61, 9.30, -4.31)
H (-8.62, 10.73, -4.09)
H (-12.47, 6.18, -3.38)
H (-11.99, 7.68, -2.96)
C (-6.70, 5.48, 4.39)
C (-5.60, 6.55, 4.72)
C (-5.27, 7.47, 3.55)
O (-4.08, 8.22, 3.77)
C (-3.72, 8.89, 2.58)
N (-6.09, 7.31, 5.84)
H (-6.92, 5.04, 5.36)
H (-6.38, 4.73, 3.66)
H (-7.54, 5.92, 3.85)
H (-4.75, 5.94, 5.02)
H (-5.97, 8.25, 3.26)
H (-5.19, 6.78, 2.72)
H (-2.82, 9.49, 2.68)
H (-4.55, 9.55, 2.33)
H (-3.54, 8.23, 1.73)
H (-7.08, 7.50, 5.86)
H (-5.68, 8.21, 5.65)
C (8.66, -2.55, 5.11)
C (8.74, -3.69, 6.19)
C (7.42, -3.63, 6.96)
C (6.18, -4.24, 6.27)
C (6.55, -5.67, 5.95)
C (7.87, -5.90, 5.18)
N (8.91, -4.98, 5.55)
O (10.22, -5.26, 5.17)
C (8.32, -7.38, 5.55)
C (7.47, -5.81, 3.63)
C (9.95, -3.42, 7.11)
H (8.69, -1.53, 5.51)
H (7.75, -2.71, 4.53)
H (9.39, -2.56, 4.30)
H (7.63, -4.05, 7.95)
H (7.11, -2.62, 7.20)
H (5.93, -3.73, 5.34)
H (5.29, -4.11, 6.88)
H (5.71, -6.07, 5.39)
H (6.53, -6.21, 6.90)
H (8.43, -7.46, 6.64)
H (7.50, -8.08, 5.40)
H (9.20, -7.74, 5.02)
H (6.62, -6.47, 3.46)
H (7.25, -4.81, 3.27)
H (8.32, -6.05, 2.99)
H (9.88, -2.52, 7.72)
H (10.85, -3.21, 6.52)
H (10.16, -4.26, 7.77)
H (10.51, -5.86, 5.86)
C (1.24, 3.16, -1.58)
C (0.29, 2.17, -0.82)
C (-1.16, 2.47, -1.48)
C (-2.17, 1.36, -1.22)
C (-1.52, -0.01, -1.69)
C (-0.17, -0.36, -1.09)
N (0.73, 0.80, -1.15)
O (2.00, 0.50, -0.66)
C (-0.35, -0.92, 0.31)
C (0.47, -1.38, -2.15)
C (0.31, 2.50, 0.70)
H (2.26, 2.76, -1.51)
H (1.25, 4.17, -1.18)
H (1.07, 3.31, -2.64)
H (-1.57, 3.35, -1.00)
H (-1.01, 2.69, -2.53)
H (-3.05, 1.48, -1.85)
H (-2.51, 1.41, -0.18)
H (-1.33, 0.17, -2.75)
H (-2.25, -0.80, -1.53)
H (0.58, -1.41, 0.62)
H (-0.46, -0.11, 1.03)
H (-1.18, -1.62, 0.43)
H (-0.06, -2.32, -2.27)
H (0.34, -0.99, -3.16)
H (1.53, -1.54, -1.94)
H (0.39, 3.55, 0.97)
H (1.20, 2.00, 1.07)
H (-0.50, 2.07, 1.29)
H (2.41, 0.41, -1.53)
C (-4.58, 0.98, -9.53)
C (-3.98, 0.37, -10.86)
C (-4.18, 1.42, -12.01)
C (-3.25, 2.61, -11.84)
C (-1.78, 2.13, -11.84)
C (-1.51, 0.96, -10.78)
N (-2.57, -0.03, -10.74)
O (-2.36, -1.00, -9.70)
C (-0.18, 0.33, -11.23)
C (-1.40, 1.63, -9.40)
C (-4.92, -0.78, -11.22)
H (-4.35, 0.36, -8.66)
H (-5.67, 0.86, -9.48)
H (-4.28, 2.00, -9.33)
H (-3.94, 0.83, -12.90)
H (-5.23, 1.70, -11.90)
H (-3.33, 3.26, -10.97)
H (-3.33, 3.29, -12.69)
H (-1.22, 3.04, -11.59)
H (-1.53, 1.95, -12.88)
H (-0.26, -0.16, -12.21)
H (0.68, 0.99, -11.26)
H (0.05, -0.51, -10.57)
H (-0.45, 2.17, -9.44)
H (-2.13, 2.40, -9.14)
H (-1.20, 0.92, -8.60)
H (-5.95, -0.48, -11.37)
H (-5.03, -1.49, -10.40)
H (-4.62, -1.38, -12.08)
H (-2.57, -0.45, -8.94)

Results of the Löwdin charge analysis, in e, for atoms 1 through 8: -0.073, -0.438, -0.182, -0.194, -0.150, 0.017, 0.078, 0.089